No. 1
{"formula": "C26H58O18P2S5", "method": "ωB97M-V/def2-TZVPD", "gap_ev": 9.98, "smiles": "COP(=O)(OC)OC.COP(=O)(OC)OC.O=S1(=O)CCCC1.O=S1(=O)CCCC1.O=S1(=O)CCCC1.O=S1(=O)CCCC1.O=S1(=O)CCCC1", "total_charge": 0, "total_energy_ev": -137512.9222, "elements": ["C", "O", "P", "O", "O", "C", "O", "C", "H", "H", "H", "H", "H", "H", "H", "H", "H", "C", "O", "P", "O", "O", "C", "O", "C", "H", "H", "H", "H", "H", "H", "H", "H", "H", "C", "C", "C", "S", "O", "O", "C", "H", "H", "H", "H", "H", "H", "H", "H", "C", "C", "C", "S", "O", "O", "C", "H", "H", "H", "H", "H", "H", "H", "H", "C", "C", "C", "S", "O", "O", "C", "H", "H", "H", "H", "H", "H", "H", "H", "C", "C", "C", "S", "O", "O", "C", "H", "H", "H", "H", "H", "H", "H", "H", "C", "C", "C", "S", "O", "O", "C", "H", "H", "H", "H", "H", "H", "H", "H"], "coordinates": [[0.823, 2.498, -2.614], [2.025, 1.732, -2.524], [2.422, 0.736, -3.689], [1.405, 0.564, -4.722], [3.818, 1.233, -4.197], [3.884, 2.085, -5.328], [2.835, -0.536, -2.871], [2.186, -1.772, -3.067], [0.093, 2.489, -1.801], [0.274, 2.515, -3.552], [1.249, 3.513, -2.522], [3.481, 3.087, -5.154], [3.266, 1.630, -6.102], [4.912, 2.208, -5.643], [1.116, -1.649, -3.261], [2.262, -2.413, -2.193], [2.582, -2.299, -3.937], [-0.026, 4.834, 0.219], [-1.364, 5.247, 0.436], [-2.514, 4.185, 0.557], [-2.238, 2.960, -0.222], [-3.760, 5.042, 0.116], [-4.878, 4.291, -0.347], [-2.798, 3.924, 2.089], [-2.582, 2.629, 2.620], [0.196, 3.832, 0.587], [0.664, 5.550, 0.659], [0.163, 4.850, -0.858], [-5.280, 4.827, -1.210], [-5.639, 4.372, 0.426], [-4.669, 3.284, -0.699], [-2.445, 1.916, 1.804], [-3.525, 2.276, 3.050], [-1.801, 2.529, 3.368], [4.997, 2.931, -0.059], [5.686, 2.492, 1.248], [6.984, 1.804, 0.907], [6.369, 0.603, -0.381], [5.806, -0.524, 0.326], [7.377, 0.464, -1.399], [5.013, 1.712, -0.964], [5.611, 3.743, -0.442], [3.967, 3.213, 0.136], [5.045, 1.716, 1.681], [5.814, 3.289, 1.976], [7.480, 1.178, 1.637], [7.672, 2.401, 0.309], [4.092, 1.152, -1.058], [5.493, 1.916, -1.921], [-1.301, -2.713, 8.383], [-0.833, -3.379, 7.077], [-0.673, -2.334, 5.997], [-0.154, -0.795, 6.828], [-0.953, 0.284, 6.325], [1.274, -0.718, 6.903], [-0.741, -1.279, 8.488], [-1.103, -3.269, 9.293], [-2.384, -2.555, 8.326], [-1.544, -4.131, 6.739], [0.089, -3.892, 7.365], [-1.662, -2.100, 5.607], [0.046, -2.567, 5.218], [-1.498, -0.602, 8.858], [0.193, -1.285, 9.045], [1.710, -1.646, 1.332], [0.216, -1.562, 1.720], [-0.259, -0.111, 1.739], [1.241, 0.910, 1.823], [1.260, 1.758, 2.983], [1.441, 1.566, 0.549], [2.441, -0.448, 1.912], [1.816, -1.721, 0.251], [2.046, -2.553, 1.838], [0.001, -1.864, 2.749], [-0.303, -2.309, 1.124], [-0.740, 0.197, 2.669], [-0.837, 0.329, 0.925], [2.534, -0.680, 2.975], [3.343, -0.163, 1.384], [-2.468, 0.784, -4.561], [-3.124, -0.503, -5.053], [-3.672, -1.261, -3.839], [-3.388, -0.181, -2.364], [-2.072, -0.439, -1.835], [-4.566, -0.042, -1.551], [-3.312, 1.274, -3.413], [-2.271, 1.563, -5.303], [-1.442, 0.543, -4.279], [-2.391, -1.036, -5.659], [-3.946, -0.301, -5.747], [-3.252, -2.264, -3.760], [-4.736, -1.478, -3.933], [-2.934, 2.111, -2.828], [-4.343, 1.429, -3.736], [-1.442, -4.953, -1.799], [-2.109, -3.538, -1.552], [-3.608, -3.841, -1.499], [-3.983, -5.178, -2.621], [-4.214, -4.751, -3.972], [-4.939, -6.006, -1.935], [-2.356, -5.883, -2.587], [-1.214, -5.370, -0.817], [-0.491, -4.848, -2.320], [-1.740, -2.898, -2.347], [-1.667, -3.151, -0.644], [-4.328, -3.044, -1.662], [-3.670, -4.352, -0.536], [-2.109, -6.162, -3.609], [-2.420, -6.847, -2.075]], "atomic_forces_ev_per_a": [[0.4, 3.0, 0.3], [-0.7, -0.7, -0.2], [-0.6, 0.1, 0.5], [-0.3, -0.1, -0.4], [0.8, 0.1, 0.4], [-0.6, 0.3, -0.7], [0.5, -0.3, 0.4], [-0.9, -0.8, -0.6], [0.5, -1.2, 0.3], [0.4, -0.8, -0.3], [-0.5, 0.0, -0.2], [0.0, -0.1, 0.4], [0.3, 0.1, -0.3], [0.2, -0.3, 0.1], [0.1, 0.2, 0.1], [0.4, 0.3, 0.2], [0.2, 0.1, 0.1], [0.8, -0.2, -0.7], [-0.5, 0.5, 0.6], [0.6, -0.4, -0.7], [-0.3, 0.2, 0.1], [0.7, -0.2, -0.2], [-1.2, 0.9, -0.5], [0.4, 0.3, 0.2], [-1.1, -1.6, -0.1], [-0.1, 0.0, 0.1], [-0.3, 0.1, 0.3], [0.0, -0.1, 0.1], [0.1, 0.1, 0.0], [-0.1, -0.6, 0.1], [0.3, -0.1, 0.5], [0.5, 0.2, 0.0], [0.1, 0.4, 0.3], [0.2, 0.6, -0.1], [0.5, -0.5, 0.8], [-0.4, -0.4, 0.6], [-0.5, -1.0, -1.9], [-0.3, 1.6, 1.5], [0.0, -0.4, -0.3], [-0.1, -0.5, -0.2], [1.7, -0.5, -0.8], [-0.4, 0.2, -0.4], [0.0, 0.4, 0.0], [0.0, 0.2, 0.4], [-0.1, 0.1, 0.0], [0.0, 0.2, 0.3], [0.2, 0.3, 0.4], [-0.1, 0.0, 0.0], [-0.8, 0.2, -0.4], [-1.3, 1.2, -0.6], [0.6, -0.6, 1.0], [0.0, 0.6, 0.5], [-1.1, -1.0, 0.8], [0.1, 0.4, -0.3], [0.5, 0.1, -0.3], [0.8, -0.8, -0.5], [0.2, -0.2, -0.1], [0.0, -0.4, 0.1], [0.0, -0.1, 0.1], [0.2, 0.0, -0.7], [0.1, 0.1, -0.3], [0.0, 0.0, -0.1], [0.2, 0.4, 0.0], [-0.2, 0.3, 0.3], [-0.5, -0.3, 0.5], [-0.3, 0.2, 0.5], [0.1, 1.1, 0.0], [0.6, 0.0, -0.9], [-0.1, -0.2, 0.4], [0.0, -0.1, -0.3], [-1.1, -0.2, 0.5], [0.1, 0.0, 0.0], [0.5, -0.1, -0.5], [0.7, -0.4, 0.0], [-0.5, 0.5, -0.3], [-0.3, -0.4, 0.0], [0.1, -0.4, -0.3], [0.6, 0.5, 0.0], [0.2, 0.0, 0.2], [0.8, 0.5, -0.3], [-0.1, 0.4, -0.8], [-0.1, -0.8, 0.1], [-0.2, 0.8, -2.0], [-0.2, -0.3, 0.4], [0.1, -0.7, 0.6], [0.4, -0.3, 0.4], [-0.6, -0.2, -0.3], [0.0, 0.0, 0.6], [-0.1, -0.4, 0.3], [0.0, 0.2, 0.2], [0.4, 0.3, 0.4], [-0.1, 0.5, 0.2], [0.0, 0.0, 0.0], [0.0, 0.2, 0.1], [0.2, 0.7, 0.1], [0.9, -1.3, -1.4], [1.0, 0.1, 0.4], [0.3, -0.1, 0.6], [-0.3, 0.5, -0.3], [-0.2, -0.2, -0.3], [0.1, -1.3, 0.5], [-0.1, -0.3, -0.1], [0.0, 0.1, 0.1], [-0.5, 0.3, -0.1], [-0.5, 0.3, 0.3], [0.0, 0.1, 0.3], [-0.9, 0.3, 0.1], [0.3, 0.6, -0.1], [-0.3, 0.1, 0.1]]}

=====

No. 2
{"formula": "C17H15N3OPdS2", "method": "ωB97M-V/def2-TZVPD", "gap_ev": 4.89, "total_charge": -2, "total_energy_ev": -49539.2432, "elements": ["Pd", "C", "C", "N", "N", "C", "S", "S", "C", "C", "C", "C", "C", "C", "C", "C", "C", "C", "C", "C", "C", "O", "H", "H", "H", "H", "H", "H", "H", "H", "H", "H", "H", "H", "H", "H", "N", "C", "H"], "coordinates": [[2.545, -1.224, 1.887], [-1.098, -0.046, 0.199], [-0.279, -1.124, 0.861], [0.716, -1.679, 0.281], [0.886, -1.312, -1.064], [1.754, -0.398, -1.303], [2.698, 0.558, -0.226], [1.950, -0.193, -3.119], [1.769, 1.594, -3.209], [0.352, 2.098, -3.301], [-0.491, 1.766, -4.359], [-1.795, 2.236, -4.409], [-2.287, 3.044, -3.387], [-1.463, 3.369, -2.323], [-0.152, 2.901, -2.285], [-0.671, -1.530, 2.244], [-1.673, -2.466, 2.423], [-2.137, -2.828, 3.691], [-1.554, -2.197, 4.792], [-0.560, -1.248, 4.639], [-0.065, -0.856, 3.353], [0.828, 0.034, 3.189], [-1.288, -0.292, -0.847], [-2.032, 0.110, 0.738], [-0.518, 0.882, 0.218], [2.244, 1.962, -2.295], [2.358, 1.938, -4.063], [-0.122, 1.104, -5.136], [-2.438, 1.959, -5.237], [-3.310, 3.401, -3.416], [-1.840, 3.973, -1.506], [0.487, 3.136, -1.441], [-2.102, -2.938, 1.542], [-2.917, -3.570, 3.810], [-1.881, -2.463, 5.795], [-0.099, -0.777, 5.502], [4.872, -2.954, 2.849], [3.940, -2.262, 2.495], [5.374, -3.709, 2.420]], "atomic_forces_ev_per_a": [[0.7, -0.1, 0.2], [0.0, 0.0, 0.1], [-0.1, -0.1, 0.0], [-0.2, 0.2, -0.2], [0.1, 0.0, 0.2], [0.0, 0.0, 0.0], [-0.3, -0.2, -0.2], [-0.1, -0.2, 0.2], [0.1, 0.2, -0.1], [0.1, -0.1, 0.2], [0.0, 0.0, -0.1], [0.0, 0.0, 0.1], [0.0, -0.1, -0.1], [0.2, 0.0, 0.1], [-0.1, 0.1, 0.1], [-0.1, -0.1, -0.2], [0.0, -0.1, 0.0], [0.1, 0.1, 0.0], [0.0, 0.0, 0.0], [0.0, -0.1, 0.0], [0.0, 0.2, 0.1], [0.0, -0.1, 0.0], [0.0, 0.0, 0.0], [0.0, 0.0, 0.0], [0.0, 0.0, 0.0], [0.0, 0.1, -0.1], [0.0, 0.0, 0.0], [0.0, 0.0, 0.0], [0.0, 0.0, 0.0], [0.0, 0.0, 0.0], [0.0, 0.0, 0.0], [0.0, 0.0, 0.0], [0.0, 0.0, 0.0], [0.0, 0.0, 0.0], [0.0, 0.0, 0.0], [0.0, 0.0, 0.0], [0.2, 0.1, 0.4], [-0.3, 0.1, -0.2], [-0.1, 0.0, -0.3]]}